Entry from the OMol25 dataset: one molecule with the formula C5H10O in a non-equilibrium geometry (ωB97M-V/def2-TZVPD).

Positions of all 16 atoms, in Å:
H: 1.8034 1.7314 0.7462
H: 2.4373 1.2332 -0.8034
C: 0.9178 -0.1274 0.1913
H: -1.4082 -2.1073 0.1359
H: 1.5681 -0.7149 0.8027
H: -0.2913 -2.0188 1.5310
C: 1.5210 1.2498 -0.2131
O: 0.5747 -1.6168 -0.4146
C: -0.5160 -1.6093 0.5272
H: -0.9909 -0.2020 -1.5879
C: -0.5536 -0.0960 0.5259
H: -2.4044 0.0949 -0.5602
H: -0.8467 0.4639 1.4183
C: -1.3499 0.3457 -0.7083
H: -1.2769 1.4175 -0.9145
H: 0.8155 1.9561 -0.6765

Summary:
Lowest unoccupied orbital energy ... 0.03878 hartree
HOMO ... -9.40 eV
ΔE to the lowest compared entry with this formula, charge and spin ... 260.6 kJ/mol
Structure (SMILES) ... C[C@@H]1OC[C@@H]1C
Max |F| ... 2.1 eV/A
HOMO-LUMO gap ... 10.459 eV
Electronic energy ... -7392.06422 eV

Atomic partial charges in e from the natural (NBO) method, atoms 1 to 8: 0.231 0.229 0.104 0.180 0.209 0.165 -0.650 -0.561